Record 1
Entry from the OMol25 dataset: a structure of composition C17H24N4OSiZn (ωB97M-V/def2-TZVPD).

Summary:
* F_max: 0.497 eV/Å
* frontier orbital gap: 5.606 eV
* ΔE to the lowest compared entry with this formula, charge and spin: 33.8 kJ/mol

ORCA input file:
```
! RIJCOSX wB97M-V def2-TZVPD def2/J DEFGRID3
* xyz -2 1
Zn 1.10 -0.38 0.78
C -0.66 -0.13 2.05
C -1.62 -1.16 1.87
C -1.45 -2.46 2.45
C -2.38 -3.45 2.29
C -3.55 -3.24 1.53
C -3.72 -1.99 0.92
C -2.79 -0.99 1.08
C -4.53 -4.26 1.40
N -5.34 -5.08 1.29
H -0.02 -0.23 2.93
H -1.00 0.88 1.84
H -0.55 -2.65 3.02
H -2.22 -4.42 2.75
H -4.60 -1.81 0.32
H -2.94 -0.04 0.59
C -1.69 2.18 -1.25
Si 0.17 2.06 -1.61
C 0.95 3.49 -0.66
C 0.34 2.52 -3.45
N 0.82 0.60 -1.12
C 1.26 -0.56 -1.74
C 1.60 -1.61 -0.82
C 2.11 -2.78 -1.35
C 2.28 -2.99 -2.73
C 1.91 -1.97 -3.60
C 1.40 -0.76 -3.12
H -2.11 3.15 -1.54
H -1.86 2.04 -0.18
H -2.23 1.39 -1.78
H 0.45 4.45 -0.88
H 2.01 3.59 -0.91
H 0.89 3.31 0.42
H 0.00 3.55 -3.61
H -0.25 1.86 -4.08
H 1.39 2.45 -3.77
H 3.12 -0.93 1.87
H 2.39 -3.59 -0.67
H 2.68 -3.92 -3.11
H 2.02 -2.12 -4.67
H 1.13 0.01 -3.83
O 2.44 -0.38 2.25
N 2.23 3.44 3.40
N 2.01 2.32 2.54
H 2.66 3.15 4.27
H 1.32 3.81 3.64
H 1.97 1.45 3.06
H 2.82 2.20 1.93
*
```

Löwdin population analysis, charges in e, atoms 1 to 4:
1. Zn 0.64
2. C -0.16
3. C -0.32
4. C -0.06

Record 2
Entry from the OMol25 dataset: a structure of composition C17H24N5O2PdS in a non-equilibrium geometry (ωB97M-V/def2-TZVPD).

Summary:
* F_max: 3.095 eV/Å
* frontier orbital gap: 6.646 eV

ORCA input file:
```
! RIJCOSX wB97M-V def2-TZVPD def2/J DEFGRID3
* xyz -1 1
Pd -0.62 1.12 0.99
C 0.31 -1.80 3.79
C 0.60 -0.52 3.00
O -0.32 0.35 2.96
C 1.87 -0.41 2.42
C 2.29 0.54 1.48
C 3.75 0.59 1.08
N 1.43 1.36 0.89
N 1.84 2.18 -0.09
C 0.88 2.53 -0.94
O -0.28 1.99 -0.95
C 1.18 3.55 -1.95
C 2.49 3.94 -2.28
C 2.70 4.90 -3.24
C 1.64 5.49 -3.90
C 0.34 5.11 -3.59
C 0.11 4.14 -2.64
H -0.76 -1.97 3.82
H 0.67 -1.70 4.81
H 0.80 -2.66 3.34
H 2.60 -1.15 2.71
H 4.34 -0.09 1.67
H 4.11 1.61 1.22
H 3.86 0.36 0.02
H 3.31 3.47 -1.76
H 3.71 5.20 -3.49
H 1.81 6.25 -4.66
H -0.49 5.57 -4.10
H -0.89 3.83 -2.38
S -5.31 0.74 0.51
C -3.79 1.04 0.86
N -2.68 1.26 1.17
C -0.94 -4.00 -0.94
C -1.97 -3.23 -0.11
C -1.96 -3.74 1.34
C -3.37 -3.44 -0.69
N -1.69 -1.81 -0.23
N -0.39 -1.37 0.11
H -1.23 -5.04 -1.05
H 0.04 -3.97 -0.47
H -0.86 -3.54 -1.93
H -2.24 -4.79 1.37
H -2.66 -3.17 1.95
H -0.97 -3.65 1.79
H -3.61 -4.50 -0.74
H -3.42 -3.01 -1.68
H -4.11 -2.94 -0.07
H -2.36 -1.26 0.30
H 0.23 -1.53 -0.68
H -0.01 -1.84 0.94
*
```

Löwdin population analysis, charges in e, atoms 1 to 4:
1. Pd 0.96
2. C -0.04
3. C -0.51
4. O -0.15

Record 3
Entry from the OMol25 dataset: an isolated molecule of C17H24N6O2 in a non-equilibrium geometry (ωB97M-V/def2-TZVPD).

Summary:
* F_max: 4.740 eV/Å
* SMILES: C[C@H](N)C(=O)N1CCC([C@H](C)NC(=O)c2cc3cnnc-3c[nH]2)CC1
* frontier orbital gap: 8.183 eV
* ΔE to the lowest compared entry with this formula, charge and spin: 388.1 kJ/mol

ORCA input file:
```
! RIJCOSX wB97M-V def2-TZVPD def2/J DEFGRID3
* xyz 0 1
C -1.04 -4.46 1.47
C 0.31 -4.31 0.67
N 0.83 -5.72 0.58
C 1.26 -3.39 1.38
O 1.78 -3.94 2.37
N 1.73 -2.16 0.93
C 1.06 -1.49 -0.20
C 0.15 -0.35 0.37
C 0.95 0.60 1.30
C 0.37 2.05 1.67
C -0.16 2.13 3.11
N -0.55 2.55 0.69
C -0.04 3.12 -0.49
O 1.10 3.54 -0.46
C -0.68 3.17 -1.82
C -2.01 2.84 -2.01
C -2.36 2.64 -3.40
C -3.38 1.99 -4.03
N -3.27 2.21 -5.38
N -2.21 2.89 -5.60
C -1.55 3.11 -4.46
C -0.31 3.58 -4.19
N 0.06 3.71 -2.86
C 1.54 -0.24 2.39
C 2.57 -1.30 1.83
H -1.78 -5.03 0.86
H -1.38 -3.44 1.57
H -0.85 -5.12 2.28
H 0.17 -3.94 -0.35
H 1.23 -6.06 1.45
H 0.22 -6.43 0.21
H 1.90 -1.10 -0.77
H 0.61 -2.19 -0.90
H -0.65 -0.76 1.02
H -0.26 0.20 -0.50
H 1.72 0.86 0.61
H 1.30 2.66 1.66
H 0.71 2.07 3.76
H -0.40 3.16 3.42
H -0.92 1.38 3.32
H -1.47 2.04 0.68
H -2.63 2.63 -1.13
H -4.15 1.52 -3.57
H 0.37 3.91 -5.01
H 1.04 3.86 -2.67
H 2.06 0.34 3.05
H 0.73 -0.60 3.06
H 2.93 -1.85 2.79
H 3.36 -0.88 1.28
*
```

Löwdin population analysis, charges in e, atoms 1 to 4:
1. C -0.04
2. C -0.32
3. N 0.02
4. C -0.39

Record 4
Entry from the OMol25 dataset: an isolated molecule of C17H24N6O3 in a non-equilibrium geometry (ωB97M-V/def2-TZVPD).

Summary:
* F_max: 6.438 eV/Å
* SMILES: [H]/N=C(/N)NCCC[C@H](N)C(=O)N[C@@H](Cc1c[nH]c2ccccc12)C(=O)O
* frontier orbital gap: 8.286 eV
* ΔE to the lowest compared entry with this formula, charge and spin: 508.1 kJ/mol

ORCA input file:
```
! RIJCOSX wB97M-V def2-TZVPD def2/J DEFGRID3
* xyz 0 1
H -2.42 -5.19 -3.11
N -1.91 -5.73 -2.42
C -0.77 -5.23 -2.16
N -0.03 -5.93 -1.18
N 0.06 -4.39 -2.91
C -0.50 -3.23 -3.24
C -0.33 -2.11 -2.27
C -1.28 -2.12 -1.12
C -1.40 -0.81 -0.30
N -2.14 0.28 -0.90
C -0.14 -0.22 0.41
O 0.68 -0.97 0.96
N 0.15 1.14 0.14
C 1.54 1.61 -0.07
C 2.45 1.42 1.22
C 1.45 2.04 2.19
C 0.70 1.27 3.15
N -0.21 2.05 3.79
C -0.26 3.30 3.18
C -0.96 4.50 3.50
C -0.72 5.62 2.66
C 0.08 5.46 1.51
C 0.95 4.47 1.40
C 0.80 3.29 2.22
C 1.90 0.95 -1.32
O 1.49 1.27 -2.45
O 2.67 -0.11 -1.14
H -0.21 -6.91 -1.27
H -0.27 -5.72 -0.22
H 0.87 -4.30 -2.31
H -1.58 -3.41 -3.42
H -0.21 -2.80 -4.20
H 0.77 -2.30 -2.08
H -0.43 -1.22 -2.91
H -2.22 -2.42 -1.39
H -0.94 -2.79 -0.31
H -1.82 -1.19 0.73
H -2.75 -0.19 -1.58
H -2.61 1.00 -0.28
H -0.23 1.31 -0.76
H 1.40 2.62 -0.47
H 2.73 0.36 1.42
H 3.41 2.05 1.09
H 0.90 0.18 3.46
H -0.71 1.65 4.62
H -1.45 4.36 4.42
H -1.23 6.59 2.67
H 0.23 6.29 0.78
H 1.47 4.54 0.45
H 3.03 -0.31 -0.19
*
```

Löwdin population analysis, charges in e, atoms 1 to 4:
1. H 0.03
2. N 0.14
3. C -0.55
4. N 0.07

Record 5
Entry from the OMol25 dataset: a structure of composition C17H24N6SSm in a non-equilibrium geometry (ωB97M-V/def2-TZVPD).

Summary:
* F_max: 4.424 eV/Å
* frontier orbital gap (alpha / beta): 7.194 / 8.380 eV
* ⟨S²⟩: 8.760
* ΔE to the lowest compared entry with this formula, charge and spin: 193.7 kJ/mol

ORCA input file:
```
! RIJCOSX wB97M-V def2-TZVPD def2/J DEFGRID3
* xyz 3 6
Sm -1.90 -10.27 10.03
C -5.76 -8.65 12.01
C -5.47 -8.77 13.39
C -4.22 -9.30 13.72
C -3.30 -9.63 12.78
N -3.60 -9.46 11.42
C -4.79 -8.95 11.06
C -1.98 -10.11 13.16
C -1.69 -10.49 14.47
C -0.41 -10.92 14.73
C 0.57 -11.01 13.73
C 0.17 -10.72 12.43
N -1.03 -10.16 12.16
H -6.69 -8.29 11.68
H -6.15 -8.30 14.19
H -4.02 -9.59 14.72
H -4.95 -8.71 9.98
H -2.48 -10.63 15.17
H -0.21 -11.26 15.76
H 1.60 -11.35 13.96
H 0.79 -10.84 11.55
C -1.58 -7.48 7.60
S -0.43 -8.10 8.91
C 0.25 -9.58 8.04
H -2.04 -8.28 7.00
H -1.03 -6.90 6.83
H -2.31 -6.84 8.07
H 0.35 -9.35 6.97
H -0.38 -10.49 8.22
H 1.23 -9.75 8.45
C -2.65 -15.33 5.30
C -3.01 -15.98 6.65
C -4.54 -15.68 6.96
C -2.02 -15.56 7.83
N -2.01 -14.13 8.17
C -1.92 -12.95 7.50
N -1.87 -11.92 8.43
N -1.85 -12.54 9.64
N -2.02 -13.84 9.50
H -3.22 -15.62 4.40
H -1.60 -15.55 4.99
H -2.60 -14.28 5.17
H -2.83 -17.04 6.62
H -4.67 -14.63 7.00
H -4.75 -16.13 7.89
H -5.12 -16.16 6.14
H -1.00 -15.82 7.53
H -2.19 -16.15 8.73
H -2.14 -12.76 6.47
*
```

Löwdin population analysis, charges in e, atoms 1 to 4:
1. Sm 1.77
2. C 0.01
3. C 0.06
4. C 0.02

Which of these has the lowest F_max?
C17H24N4OSiZn